w) Below is C3H5N3 in the gas phase, with properties calculated with ωB97M-V/def2-TZVPD.

Molar mass, g/mol: 83.094

```
! RIJCOSX wB97M-V def2-TZVPD def2/J DEFGRID3
* xyz 0 1
N -1.84780 -0.23870 -0.13507
C -0.46750 0.03357 -0.25775
C 0.12378 1.30410 0.01657
N 1.41988 1.21673 0.16942
N 1.73304 -0.08734 -0.10536
C 0.58613 -0.81520 -0.36619
H -2.02959 -0.15195 0.86262
H -2.02917 -1.20815 -0.37703
H -0.39886 2.23820 0.18760
H 2.26152 -0.48406 0.66174
H 0.64630 -1.87585 -0.57349
*
```

Atomic partial charges in e from the Mulliken method, atoms 1 to 5: number 1, N, carries -0.61; number 2, C, carries 0.71; number 3, C, carries -0.43; number 4, N, carries -0.62; number 5, N, carries 0.00

x) Below is C3H5N3 in the gas phase, with properties calculated with ωB97M-V/def2-TZVPD.

Molar mass, g/mol: 83.094

```
! RIJCOSX wB97M-V def2-TZVPD def2/J DEFGRID3
* xyz 0 1
C 1.71162 -0.59032 -0.09832
N 0.54639 -1.09816 -0.34824
C -0.57115 -0.38664 -0.24558
N -0.39551 0.95501 0.34552
C -1.89168 -0.82292 -0.39071
N -3.02107 -1.09688 -0.51372
H 2.57480 -1.23334 -0.11915
H 1.97925 0.47045 -0.11815
H 0.33666 0.82688 1.09424
H 0.01866 1.64709 -0.28936
H -1.28796 1.32883 0.68347
*
```

Atomic partial charges in e from the Mulliken method, atoms 1 to 5: number 1, C, carries -0.60; number 2, N, carries -0.47; number 3, C, carries 0.13; number 4, N, carries -0.41; number 5, C, carries 0.38

y) Below is C3H5N3 in the gas phase, with properties calculated with ωB97M-V/def2-TZVPD.

Molar mass, g/mol: 83.094

```
! RIJCOSX wB97M-V def2-TZVPD def2/J DEFGRID3
* xyz 0 1
C -0.18357 -1.22731 1.33314
N -0.12753 -0.17324 0.34934
C 0.52152 -0.30232 -0.73221
N 0.58484 0.72975 -1.68840
C -0.11890 1.65531 -1.15206
N -0.81614 2.09247 -0.23007
H 0.22526 -0.86078 2.28029
H -1.22748 -1.50350 1.51341
H 0.37190 -2.12918 1.03724
H 1.07737 -1.19961 -1.01633
H -0.43484 2.76927 -1.46118
*
```

Atomic partial charges in e from the Mulliken method, atoms 1 to 5: number 1, C, carries -0.72; number 2, N, carries -0.34; number 3, C, carries 0.01; number 4, N, carries -0.66; number 5, C, carries 0.69

Winner for stability: w)

w) Below is 10 unconnected molecules or ions with the total composition C30H70N10O10, with properties calculated with ωB97M-V/def2-TZVPD.

Molar mass, g/mol: 730.950

```
! RIJCOSX wB97M-V def2-TZVPD def2/J DEFGRID3
* xyz 0 1
C 2.52489 1.17186 2.34820
N 3.31800 1.36542 3.56700
C 4.76098 1.51822 3.41851
C 2.88853 1.49051 4.80317
O 1.70352 1.37994 5.20914
H 3.10747 0.40619 1.83589
H 2.55348 2.04306 1.69377
H 1.55666 0.67150 2.36430
H 5.10810 2.24807 2.68713
H 5.30266 1.96255 4.25353
H 5.12930 0.52734 3.15280
H 3.81531 1.51998 5.39681
C 0.10992 -1.95630 4.71167
N 0.15245 -3.04265 5.64200
C -0.35046 -2.68846 6.99634
C 0.48633 -4.27586 5.23630
O 0.48806 -5.30312 5.86341
H 0.88147 -1.23788 4.98861
H -0.85550 -1.45800 4.79974
H 0.46606 -2.34249 3.75662
H -0.29508 -3.44908 7.77512
H 0.30777 -1.93556 7.42991
H -1.38927 -2.36515 7.06306
H 0.72003 -4.31785 4.16121
C -4.64333 3.11300 -4.09211
N -3.62179 2.43163 -3.22379
C -3.93703 1.10860 -2.66699
C -2.42300 3.03632 -3.28542
O -1.41448 2.50293 -2.77984
H -5.01566 2.45234 -4.87506
H -4.25848 4.02964 -4.53907
H -5.56628 3.39658 -3.58631
H -4.83969 1.16966 -2.05905
H -4.28642 0.42621 -3.44183
H -3.19875 0.58180 -2.06240
H -2.43741 3.97781 -3.85603
C 6.65255 -0.40805 -0.45123
N 6.33682 0.92449 -0.87970
C 6.33846 2.05923 0.08688
C 5.88206 1.05329 -2.17343
O 5.55061 2.09747 -2.73357
H 6.97804 -1.03627 -1.28039
H 5.76503 -0.78032 0.06045
H 7.42730 -0.34809 0.31315
H 7.33228 2.22974 0.50082
H 5.91270 2.95583 -0.36360
H 5.62700 1.82356 0.87834
H 5.88241 0.07447 -2.67754
C -3.27160 -1.29421 -6.49532
N -2.53296 -1.36701 -5.22369
C -1.44734 -0.36666 -5.07153
C -2.65811 -2.39173 -4.27487
O -3.55860 -3.17559 -4.30675
H -2.68546 -1.69255 -7.32348
H -3.67023 -0.31956 -6.77682
H -4.14100 -1.94778 -6.42381
H -1.88025 0.58934 -4.77697
H -0.46675 -0.44702 -4.60240
H -1.21909 -0.33869 -6.13699
H -1.85768 -2.28858 -3.52596
C -1.25665 4.43744 0.42124
N 0.07255 5.04298 0.30875
C 1.04236 4.50917 -0.76047
C 0.47326 5.91975 1.20208
O 1.66885 6.26847 1.40748
H -1.76244 4.96792 1.22800
H -1.32012 3.36431 0.60143
H -1.94818 4.57817 -0.40947
H 2.08171 4.64136 -0.45987
H 1.02854 3.43844 -0.96404
H 0.85317 5.05945 -1.68216
H -0.31381 6.12100 1.94519
C -3.40066 -4.87192 4.27687
N -2.98404 -5.41526 3.00000
C -3.51298 -6.79902 2.77239
C -2.12365 -4.73943 2.09294
O -1.76523 -3.60072 2.26291
H -4.39642 -4.47068 4.08824
H -2.79017 -4.04121 4.63088
H -3.38718 -5.59138 5.09559
H -3.52484 -7.47970 3.62364
H -4.51778 -6.81470 2.35020
H -2.95388 -7.38752 2.04495
H -1.86431 -5.22728 1.14060
C -3.30515 -1.09004 2.55977
N -3.97384 0.16516 3.05332
C -4.55221 0.27168 4.35704
C -4.21839 1.18745 2.15327
O -4.75356 2.21262 2.55405
H -2.29292 -0.83125 2.24911
H -4.00676 -1.36017 1.77055
H -3.27607 -1.92376 3.26131
H -5.45185 -0.33389 4.46680
H -3.77380 -0.02705 5.05914
H -4.75397 1.31539 4.59802
H -3.89513 0.96538 1.12450
C -0.34983 -0.16105 -0.78521
N 0.95296 -0.70326 -0.41714
C 0.87707 -1.37886 0.88162
C 2.07329 -0.62041 -1.12607
O 3.13236 -1.10411 -0.74798
H -1.21113 -0.69486 -0.38357
H -0.55582 0.06786 -1.83080
H -0.19880 0.81748 -0.32941
H 0.52668 -2.41011 0.83868
H 1.82365 -1.47459 1.41351
H 0.26033 -0.77958 1.55140
H 1.87506 0.00638 -2.00927
C 3.73353 1.16772 -5.06960
N 2.54166 0.64865 -5.69615
C 1.61580 1.61576 -6.20660
C 2.66124 -0.59527 -6.18631
O 2.04450 -0.98851 -7.15048
H 4.69558 0.82300 -5.44871
H 3.84509 0.89856 -4.01926
H 3.58932 2.24281 -5.17676
H 2.23412 2.22457 -6.86625
H 0.75100 1.16716 -6.69544
H 1.42039 2.24893 -5.34115
H 3.37235 -1.24323 -5.65089
*
```

Atomic partial charges in e from the Mulliken method, atoms 1 to 5: number 1, C, carries -0.84; number 2, N, carries 0.25; number 3, C, carries -1.07; number 4, C, carries 0.13; number 5, O, carries -0.62

x) Below is 10 unconnected molecules or ions with the total composition C30H70N10O10, with properties calculated with ωB97M-V/def2-TZVPD.

Molar mass, g/mol: 730.950

```
! RIJCOSX wB97M-V def2-TZVPD def2/J DEFGRID3
* xyz 0 1
C -4.91842 -0.72130 -0.96875
N -6.00065 0.23479 -1.18841
C -7.31649 0.01352 -0.93648
C -8.26586 1.19984 -1.08814
O -7.75837 -1.08360 -0.63823
H -5.32685 -1.55212 -0.40075
H -4.04198 -0.31516 -0.46299
H -4.49201 -1.01624 -1.92851
H -5.74664 1.20336 -1.06576
H -8.53534 1.29473 -2.14770
H -7.94946 2.21060 -0.83831
H -9.18063 0.85764 -0.61023
C -6.90794 5.23701 1.75891
N -5.48088 4.92485 1.83598
C -4.95392 3.94678 1.06583
C -3.46152 3.73678 1.20413
O -5.69803 3.21155 0.42000
H -7.42769 4.49275 2.36771
H -7.31175 5.23051 0.75360
H -7.03403 6.22084 2.20918
H -4.98985 5.34607 2.60182
H -3.36987 2.66097 1.03665
H -3.10852 4.08797 2.16573
H -2.98103 4.14179 0.31134
C -2.83065 5.76575 -4.88087
N -3.52552 4.71173 -4.15278
C -2.83019 3.84566 -3.37261
C -3.72997 2.91198 -2.56664
O -1.62747 3.67099 -3.39283
H -2.22980 5.50605 -5.75476
H -2.26650 6.37028 -4.17566
H -3.61203 6.36236 -5.36149
H -4.52193 4.66652 -4.22420
H -4.19023 3.44005 -1.73124
H -3.15810 2.07242 -2.17937
H -4.48925 2.50400 -3.23593
C -0.00670 -4.22482 3.56739
N -0.38857 -5.59450 3.30049
C -0.21370 -6.14659 2.09126
C -0.48087 -7.64608 1.92082
O 0.32016 -5.54047 1.16938
H -0.43279 -3.50012 2.87380
H 1.03441 -4.13681 3.21477
H 0.11500 -3.91151 4.59853
H -0.73503 -6.15076 4.06164
H 0.49153 -8.13065 2.02776
H -0.83712 -7.89069 0.92346
H -1.16855 -8.12058 2.62393
C 3.30928 -2.33007 3.24350
N 3.19487 -1.17335 4.12553
C 2.60235 -1.22752 5.33503
C 2.65820 0.04055 6.12965
O 2.10215 -2.26634 5.74640
H 4.23207 -2.29997 2.66477
H 2.44407 -2.25254 2.58697
H 3.37352 -3.24867 3.81859
H 3.59645 -0.30198 3.83282
H 2.93350 -0.12596 7.16913
H 1.66762 0.50051 6.21637
H 3.27598 0.80666 5.66128
C 3.32047 3.97229 5.23796
N 2.79291 3.28083 4.06960
C 1.47887 3.11977 3.82582
C 1.09742 2.21123 2.68412
O 0.62639 3.59885 4.55951
H 2.84637 4.91586 5.47877
H 4.40396 4.04352 5.16036
H 3.19069 3.30189 6.09660
H 3.48655 2.77582 3.54904
H 0.95324 2.86328 1.82290
H 0.25113 1.56651 2.90810
H 1.86236 1.45717 2.46503
C 0.71591 -2.45763 0.05375
N 0.39144 -1.05174 0.11558
C -0.75110 -0.46838 -0.29271
C -0.81759 1.01545 -0.16571
O -1.72600 -1.10791 -0.67833
H 0.79141 -2.85696 1.06526
H 1.68535 -2.58038 -0.42193
H -0.03360 -3.05447 -0.45611
H 1.11823 -0.35378 0.16352
H -1.46511 1.26398 0.68398
H -1.18384 1.56782 -1.02540
H 0.10971 1.44313 0.22783
C 3.67958 -4.56491 -0.60525
N 5.02017 -4.81933 -1.07388
C 5.45663 -4.65578 -2.34848
C 6.91813 -5.01512 -2.58395
O 4.77731 -4.14935 -3.21631
H 3.53610 -3.51308 -0.34749
H 3.56128 -5.13062 0.31915
H 2.89632 -4.80129 -1.32239
H 5.68360 -5.17222 -0.40919
H 7.60833 -4.18802 -2.43703
H 6.86513 -5.20748 -3.66002
H 7.24525 -5.92123 -2.07963
C 7.54463 -1.02321 -1.51334
N 6.29090 -1.55338 -0.98029
C 5.15953 -0.82577 -0.86671
C 5.15199 0.60787 -1.39573
O 4.14036 -1.26004 -0.34264
H 7.61646 -1.19556 -2.58052
H 8.31770 -1.60076 -0.98893
H 7.84713 -0.05159 -1.12657
H 6.22837 -2.48820 -0.60917
H 5.90192 1.17594 -0.83793
H 4.17390 1.05745 -1.26184
H 5.39805 0.72903 -2.45243
C -2.08420 -0.20069 -3.98703
N -1.53456 0.98504 -4.60857
C -0.95660 1.05693 -5.82978
C -0.24165 2.32530 -6.17068
O -0.97053 0.09887 -6.59421
H -2.71849 0.08930 -3.15586
H -1.24986 -0.83414 -3.68226
H -2.69679 -0.72910 -4.71875
H -1.45521 1.81928 -4.03881
H 0.68179 2.53811 -5.62813
H -0.92928 3.17095 -6.14510
H 0.17297 2.26123 -7.17931
*
```

Atomic partial charges in e from the Mulliken method, atoms 1 to 5: number 1, C, carries -0.90; number 2, N, carries -0.04; number 3, C, carries 0.71; number 4, C, carries -1.00; number 5, O, carries -0.66

Winner for stability: x)